(1)
C27H33N5O3 | wB97M-V/def2-TZVPD

Values from the calculation:
* net charge: 0
* E_tot: -42129.4597 eV
* HOMO level: -8.270 eV
* HOMO-LUMO gap: 8.9 eV
* SMILES string: C[C@H]1c2nc3ccccc3n2[C@@H](CC(=O)NCCCN2CCOCC2)C(=O)N1Cc1ccccc1
* max |F|: 0.73 eV/Å

Atoms and positions in Å:
C1 0.835 3.294 -2.675
C2 1.098 2.745 -1.265
C3 -0.160 2.773 -0.474
N1 -0.652 3.797 0.158
C4 -1.840 3.355 0.690
C5 -2.786 4.021 1.460
C6 -3.900 3.311 1.857
C7 -4.087 1.974 1.498
C8 -3.163 1.293 0.731
C9 -2.037 1.998 0.339
N2 -0.939 1.660 -0.415
C10 -0.588 0.368 -0.926
C11 -1.489 -0.049 -2.113
C12 -1.957 -1.509 -2.041
O1 -3.133 -1.805 -2.110
N3 -0.956 -2.391 -1.896
C13 -1.166 -3.826 -1.878
C14 -1.983 -4.339 -0.684
C15 -1.239 -4.557 0.649
N4 -0.778 -3.415 1.412
C16 -1.772 -2.375 1.584
C17 -1.247 -1.319 2.558
O2 -0.017 -0.786 2.118
C18 0.947 -1.813 2.033
C19 0.521 -2.888 1.033
C20 0.885 0.277 -1.306
O3 1.367 -0.821 -1.564
N5 1.625 1.393 -1.334
C21 3.054 1.227 -1.547
C22 3.738 0.675 -0.319
C23 4.839 -0.160 -0.455
C24 5.479 -0.666 0.662
C25 5.022 -0.346 1.929
C26 3.923 0.484 2.072
C27 3.285 0.994 0.954
H1 1.749 3.293 -3.264
H2 0.463 4.312 -2.598
H3 0.089 2.686 -3.183
H4 1.836 3.384 -0.766
H5 -2.643 5.054 1.730
H6 -4.654 3.799 2.456
H7 -4.980 1.463 1.826
H8 -3.322 0.266 0.442
H9 -0.718 -0.350 -0.102
H10 -0.963 0.093 -3.061
H11 -2.383 0.577 -2.122
H12 -0.002 -2.036 -1.882
H13 -0.186 -4.305 -1.903
H14 -1.715 -4.096 -2.788
H15 -2.380 -5.315 -0.967
H16 -2.835 -3.676 -0.542
H17 -0.372 -5.199 0.475
H18 -1.930 -5.101 1.304
H19 -2.678 -2.829 1.993
H20 -2.032 -1.882 0.633
H21 -1.941 -0.478 2.629
H22 -1.117 -1.771 3.551
H23 1.876 -1.341 1.709
H24 1.089 -2.264 3.026
H25 1.245 -3.706 1.060
H26 0.536 -2.444 0.030
H27 3.208 0.539 -2.385
H28 3.479 2.199 -1.809
H29 5.192 -0.419 -1.443
H30 6.333 -1.316 0.543
H31 5.518 -0.744 2.801
H32 3.555 0.735 3.056
H33 2.423 1.632 1.083

Löwdin population analysis, charges in e, atoms 1 to 2: -0.0043 -0.2378

***

(2)
C27H34AsCrF3N2O6SSi2 | wB97M-V/def2-TZVPD

Values from the calculation:
* net charge: -2
* E_tot: -167824.6564 eV
* HOMO level (alpha / beta): -0.232 / -1.982 eV
* HOMO-LUMO gap (alpha / beta): 4.1 / 5.8 eV
* spin multiplicity: 5
* <S²>: 6.064
* max |F|: 0.58 eV/Å

Atoms and positions in Å:
Cr1 1.335 0.437 0.991
O1 4.116 1.878 2.688
S1 3.539 0.572 2.430
O2 4.251 -0.523 3.047
O3 2.051 0.574 2.837
O4 3.350 0.349 0.929
O5 1.333 2.506 -5.748
C1 1.354 1.136 -5.357
C2 1.302 0.993 -3.865
C3 1.116 -0.304 -3.323
C4 1.086 -0.436 -1.952
N1 1.224 0.582 -1.105
C5 1.427 1.851 -1.610
C6 1.454 2.050 -3.019
C7 1.588 2.891 -0.663
C8 1.770 4.259 -0.987
C9 1.846 5.200 0.008
C10 1.898 6.655 -0.355
O6 0.585 7.212 -0.506
C11 1.781 4.788 1.353
C12 1.633 3.438 1.612
N2 1.523 2.525 0.657
H1 1.454 2.541 -6.700
H2 2.269 0.653 -5.725
H3 0.500 0.601 -5.793
H4 0.980 -1.171 -3.956
H5 0.936 -1.403 -1.487
H6 1.600 3.040 -3.425
H7 1.834 4.569 -2.022
H8 2.456 6.789 -1.288
H9 2.395 7.231 0.429
H10 -0.012 6.469 -0.654
H11 1.852 5.499 2.164
H12 1.599 3.049 2.622
C13 -4.168 1.939 0.329
Si1 -2.326 1.852 -0.116
C14 -2.284 0.965 -1.782
C15 -1.800 3.636 -0.466
As1 -1.080 1.010 1.650
Si2 -2.286 -0.886 2.199
C16 -1.350 -1.841 3.526
C17 -2.700 -2.059 0.773
C18 -3.945 -0.460 3.019
H13 -4.698 2.544 -0.415
H14 -4.319 2.390 1.312
H15 -4.624 0.946 0.336
H16 -2.996 1.435 -2.470
H17 -2.545 -0.091 -1.687
H18 -1.294 1.026 -2.233
H19 -2.592 4.152 -1.019
H20 -0.894 3.654 -1.074
H21 -1.600 4.187 0.455
H22 -0.378 -2.170 3.162
H23 -1.930 -2.712 3.853
H24 -1.176 -1.202 4.395
H25 -1.788 -2.334 0.241
H26 -3.386 -1.594 0.060
H27 -3.179 -2.971 1.150
H28 -3.770 0.186 3.883
H29 -4.438 -1.374 3.369
H30 -4.628 0.059 2.346
F1 -0.539 -9.038 1.063
C19 0.664 -8.537 0.709
F2 0.926 -9.016 -0.535
F3 1.574 -9.135 1.522
C20 0.721 -7.050 0.773
C21 1.832 -6.393 0.248
C22 1.915 -5.018 0.305
C23 0.891 -4.254 0.889
C24 -0.213 -4.935 1.423
C25 -0.296 -6.315 1.367
C26 0.967 -2.834 0.920
C27 1.067 -1.618 0.948
H31 2.629 -6.965 -0.211
H32 2.774 -4.500 -0.100
H33 -1.005 -4.359 1.879
H34 -1.160 -6.819 1.779

Löwdin population analysis, charges in e, atoms 1 to 2: 0.4406 -0.3479

***

(3)
C27H34CdFN9S2Se | wB97M-V/def2-TZVPD

Values from the calculation:
* net charge: 0
* E_tot: -136258.2352 eV
* HOMO level (alpha / beta): -7.323 / -5.238 eV
* HOMO-LUMO gap (alpha / beta): 7.1 / 4.5 eV
* max |F|: 1.38 eV/Å

Atoms and positions in Å:
Cd1 0.741 -0.198 -0.421
C1 -2.129 -2.825 -1.357
C2 -2.303 -1.657 -2.352
N1 -1.732 -0.417 -1.839
C3 -2.665 0.481 -1.176
C4 -3.190 -0.088 0.144
S1 -1.898 -0.466 1.388
C5 -2.054 -2.271 1.658
C6 -1.094 -3.126 0.822
N2 -0.956 -2.621 -0.527
H1 -2.096 -3.769 -1.919
H2 -3.001 -2.885 -0.704
H3 -3.374 -1.544 -2.584
H4 -1.794 -1.916 -3.283
H5 -1.321 0.100 -2.613
H6 -3.552 0.672 -1.814
H7 -1.259 1.645 -0.091
H8 -3.766 -0.995 -0.015
H9 -3.837 0.652 0.615
H10 -3.098 -2.525 1.482
H11 -1.837 -2.418 2.716
H12 -1.461 -4.169 0.848
H13 -0.106 -3.109 1.286
H14 -0.125 -3.008 -0.964
C7 3.727 -2.672 4.572
C8 2.427 -3.213 3.978
N3 2.400 -3.152 2.535
C9 2.039 -2.051 1.834
S2 2.299 -2.167 0.134
N4 1.535 -1.048 2.506
N5 1.154 0.046 1.835
C10 0.845 1.103 2.510
C11 0.863 1.113 4.012
C12 0.528 2.321 1.772
C13 -0.120 3.405 2.377
C14 -0.318 4.563 1.649
C15 0.159 4.631 0.350
C16 0.778 3.506 -0.179
N6 0.932 2.379 0.494
H15 3.764 -2.862 5.642
H16 4.587 -3.155 4.114
H17 3.802 -1.602 4.399
H18 2.288 -4.259 4.270
H19 1.582 -2.627 4.343
H20 2.955 -3.822 2.022
H21 1.549 0.338 4.347
H22 1.178 2.078 4.403
H23 -0.127 0.877 4.402
H24 -0.481 3.331 3.389
H25 -0.834 5.403 2.093
H26 0.043 5.525 -0.243
H27 1.184 3.513 -1.181
F1 -3.180 5.081 -3.351
C17 -2.751 4.073 -2.543
C18 -3.344 3.904 -1.288
C19 -2.945 2.893 -0.478
C20 -1.958 1.861 -0.917
C21 -1.186 2.327 -2.113
C22 -1.618 3.342 -2.905
H28 -4.090 4.617 -0.966
H29 -3.329 2.814 0.526
H30 -0.243 1.842 -2.323
H31 -1.073 3.637 -3.790
Se1 4.189 1.743 -2.329
N7 4.598 0.465 -3.494
C23 3.583 -0.398 -3.543
C24 3.501 -1.567 -4.308
C25 2.340 -2.313 -4.211
C26 1.308 -1.912 -3.371
N8 1.355 -0.819 -2.609
C27 2.468 -0.079 -2.686
N9 2.601 1.017 -1.944
H32 4.321 -1.867 -4.940
H33 2.224 -3.218 -4.788
H34 0.395 -2.488 -3.309

Löwdin population analysis, charges in e, atoms 1 to 2: 1.3332 -0.2041